Record 1
This record from OMol25 describes a molecular structure, C18H12B3Br6O26V. The level of theory is wB97M-V/def2-TZVPD.

Geometry as XYZ:
```
66
Properties=species:S:1:pos:R:3:lowdin_charge:R:1
O -1.985 -25.457 1.133 -0.1907
V -2.096 -26.174 -0.226 1.3475
O -3.038 -25.394 -1.230 -0.1895
O 3.373 -26.876 -9.048 0.1421
C 2.955 -25.985 -8.355 -0.3844
O 3.411 -25.571 -7.178 0.2346
B 2.454 -24.533 -6.720 -0.8489
O 1.534 -24.228 -7.850 0.2100
C 1.721 -25.125 -8.814 -0.3499
O 1.089 -25.302 -9.859 0.1003
O 3.177 -23.245 -6.537 0.1959
C 2.987 -22.706 -5.311 -0.3533
O 3.568 -21.776 -4.777 0.1147
C 2.086 -23.718 -4.606 -0.3527
O 1.890 -24.754 -5.387 0.2395
O 1.553 -23.596 -3.475 0.0563
O -3.436 -31.834 0.257 0.0874
C -3.333 -33.035 0.471 -0.3294
O -4.151 -34.047 0.088 0.1927
B -3.441 -35.362 0.244 -0.8379
O -2.279 -35.043 1.041 0.2468
C -2.067 -33.765 1.087 -0.4115
O -1.040 -33.206 1.322 0.1474
O -3.072 -35.906 -1.114 0.2151
C -3.414 -37.182 -1.176 -0.3322
O -3.228 -37.982 -2.135 0.0714
C -4.185 -37.568 0.162 -0.2944
O -4.215 -36.448 0.910 0.1945
O -4.686 -38.692 0.489 0.0511
O 1.797 -32.553 -8.011 0.1291
C 1.929 -32.568 -6.802 -0.3996
O 2.324 -31.588 -6.048 0.2581
B 2.257 -31.952 -4.636 -0.8812
O 1.766 -33.359 -4.628 0.2275
C 1.519 -33.720 -5.881 -0.3600
O 1.121 -34.825 -6.262 0.1028
O 3.538 -31.768 -3.925 0.2142
C 3.476 -30.626 -3.190 -0.3209
O 4.312 -29.853 -2.779 0.1314
C 1.912 -30.364 -3.146 -0.4511
O 1.331 -31.207 -3.820 0.2970
O 1.395 -29.496 -2.454 0.0799
Br 5.125 -22.853 1.830 0.5307
C 4.621 -24.414 3.059 -0.5908
C 3.621 -23.817 4.068 -0.6847
Br 3.007 -25.237 5.319 0.5517
H 5.572 -24.689 3.516 0.0483
H 4.279 -25.211 2.399 0.0572
H 2.743 -23.366 3.605 0.0460
H 4.046 -23.092 4.762 0.0415
Br -4.111 -27.694 7.173 0.5373
C -5.235 -26.017 7.503 -0.6173
C -4.262 -24.875 7.727 -0.7519
Br -5.202 -23.209 7.937 0.6253
H -5.865 -26.102 8.389 0.0570
H -5.834 -25.974 6.593 0.0484
H -3.682 -24.712 6.818 0.0433
H -3.608 -25.030 8.584 0.0579
Br -10.688 -30.734 -3.275 0.5654
C -10.139 -28.992 -4.153 -0.6088
C -9.307 -28.260 -3.109 -0.7211
Br -8.339 -26.650 -3.735 0.5669
H -11.089 -28.482 -4.314 0.0474
H -9.675 -29.116 -5.131 0.0615
H -8.542 -28.880 -2.640 0.0389
H -9.958 -28.037 -2.264 0.0501
```

ΔE to the lowest compared entry with this formula, charge and spin in kJ/mol: 882.64
HOMO in eV: -5.58
Largest force on an atom in hartree/bohr: 0.1199
Total charge: -2
HOMO-LUMO gap in eV: 2.17

Record 2
This record from OMol25 describes a molecular structure, C18H12BF5HgI2Sb. The level of theory is wB97M-V/def2-TZVPD.

Geometry as XYZ:
```
40
Properties=species:S:1:pos:R:3:lowdin_spin:R:1
Hg -3.379 -0.594 -1.473 0.0283
F 1.767 -4.420 3.380 0.0002
C 1.239 -3.524 2.527 0.0005
C 0.105 -3.867 1.825 -0.0005
C -0.435 -2.934 0.949 0.0006
C 0.167 -1.689 0.787 0.0001
C 1.317 -1.375 1.513 -0.0004
C 1.859 -2.297 2.395 0.0007
Sb -0.643 -0.293 -0.552 -0.0006
C 0.990 0.130 -1.831 -0.0003
C 1.992 1.032 -1.470 -0.0001
C 3.083 1.253 -2.302 0.0000
C 3.158 0.552 -3.487 0.0000
F 4.217 0.752 -4.293 0.0000
C 2.188 -0.346 -3.881 0.0000
C 1.101 -0.552 -3.042 0.0000
C -0.719 1.420 0.678 0.0005
C -0.782 2.698 0.123 0.0003
C -0.895 3.818 0.936 -0.0002
C -0.948 3.631 2.303 0.0002
F -1.050 4.714 3.097 0.0001
C -0.905 2.383 2.887 -0.0003
C -0.789 1.272 2.064 0.0023
H -0.355 -4.833 1.981 0.0000
H -1.345 -3.179 0.418 -0.0002
H 1.791 -0.407 1.406 0.0000
H 2.745 -2.079 2.976 0.0000
H 1.927 1.581 -0.539 0.0000
H 3.867 1.952 -2.042 0.0000
H 2.289 -0.865 -4.824 0.0000
H 0.330 -1.248 -3.353 0.0000
H -0.740 2.837 -0.952 0.0000
H -0.943 4.818 0.528 0.0000
H -0.964 2.292 3.963 -0.0001
H -0.759 0.284 2.513 0.0023
I -3.741 -1.018 1.264 0.1722
I -1.794 -1.345 4.038 0.7787
F -4.782 0.939 -3.689 0.0027
B -4.728 -0.266 -3.126 0.0113
F -5.436 -1.229 -3.696 0.0019
```

HOMO (spin up / spin down) in eV: -8.70 / -8.77
Multiplicity: 2
Largest force on an atom in hartree/bohr: 0.0134
Total charge: 0
HOMO-LUMO gap (spin up / spin down) in eV: 8.24 / 6.22

Record 3
This record from OMol25 describes C18H12BrClN2O3 in the gas phase. The level of theory is wB97M-V/def2-TZVPD.

Geometry as XYZ:
```
37
Properties=species:S:1:pos:R:3:nbo_charge:R:1
O 3.302 -0.670 -0.746 -0.5927
C 2.424 -0.375 0.044 0.6264
C 2.610 -0.506 1.494 0.1452
C 3.732 -0.949 2.154 -0.2137
C 3.437 -0.902 3.531 -0.3333
C 2.155 -0.434 3.597 0.1998
Br 1.047 -0.090 5.053 0.1062
O 1.646 -0.192 2.389 -0.3822
N 1.222 0.102 -0.380 -0.2521
N 0.207 0.462 0.419 -0.1941
C -0.781 0.895 -0.273 0.1913
C -2.007 1.350 0.341 -0.0241
C -2.136 1.320 1.734 -0.1806
C -3.294 1.751 2.344 -0.2181
C -4.343 2.220 1.564 -0.0358
Cl -5.796 2.762 2.320 0.0142
C -4.236 2.258 0.181 -0.2349
C -3.074 1.825 -0.426 -0.1916
C -0.507 0.871 -1.763 -0.4595
C 0.900 0.250 -1.816 -0.1078
C 0.948 -1.080 -2.491 0.2812
C 0.380 -2.275 -2.153 -0.3124
C 0.777 -3.192 -3.155 -0.3094
C 1.551 -2.484 -4.021 0.0881
O 1.657 -1.206 -3.627 -0.3890
H 4.644 -1.265 1.692 0.2463
H 4.067 -1.171 4.353 0.2416
H -1.309 0.953 2.320 0.2402
H -3.390 1.727 3.418 0.2291
H -5.059 2.625 -0.412 0.2291
H -2.998 1.858 -1.502 0.2145
H -1.238 0.255 -2.289 0.2392
H -0.531 1.878 -2.180 0.2341
H 1.646 0.900 -2.283 0.2436
H -0.235 -2.475 -1.298 0.2287
H 0.521 -4.230 -3.215 0.2288
H 2.062 -2.765 -4.920 0.2037
```

HOMO in eV: -8.26
SMILES: O=C(c1ccc(Br)o1)N1N=C(c2ccc(Cl)cc2)C[C@@H]1c1ccco1
Largest force on an atom in hartree/bohr: 0.0267
Total charge: 0
HOMO-LUMO gap in eV: 8.24

Record 4
This record from OMol25 describes a molecular structure, C18H12CaN4O2Te. The level of theory is wB97M-V/def2-TZVPD.

Geometry as XYZ:
```
38
Properties=species:S:1:pos:R:3:nbo_charge:R:1
Ca -0.650 -0.058 -0.673 1.7064
O 1.303 3.613 -0.542 -0.7052
C 0.861 2.472 -0.713 0.6346
N 0.596 1.538 0.218 -0.8268
C 0.497 1.717 1.573 0.1686
C 0.820 2.893 2.268 -0.2782
C 0.650 2.992 3.642 -0.2343
C 0.155 1.925 4.370 -0.2894
C -0.182 0.743 3.713 -0.2666
C -0.026 0.612 2.335 0.1663
N -0.385 -0.542 1.604 -0.7572
C -0.746 -1.686 2.148 0.5731
O -0.885 -2.055 3.332 -0.7356
C -1.027 -2.785 1.101 0.1765
C -1.354 -4.060 1.565 -0.2402
C -1.553 -5.086 0.664 -0.1781
C -1.420 -4.828 -0.696 -0.2861
C -1.104 -3.538 -1.079 0.0384
N -0.915 -2.542 -0.216 -0.5077
C 0.567 1.987 -2.161 0.0477
C 1.083 2.888 -3.181 -0.2553
C 1.372 2.435 -4.422 -0.2169
C 1.258 1.045 -4.710 -0.4174
C 1.036 0.218 -3.632 0.0562
N 0.810 0.614 -2.380 -0.7302
H 1.197 3.723 1.689 0.2419
H 0.907 3.922 4.142 0.1795
H 0.019 2.002 5.444 0.1783
H -0.578 -0.098 4.261 0.2322
H -1.429 -4.186 2.635 0.2497
H -1.805 -6.082 1.011 0.1988
H -1.562 -5.599 -1.441 0.2056
H -1.000 -3.281 -2.129 0.1941
H 1.186 3.927 -2.905 0.2255
H 1.718 3.127 -5.185 0.1782
H 1.463 0.634 -5.690 0.1819
H 1.088 -0.863 -3.774 0.1499
Te -1.966 2.262 -2.185 -1.0586
```

ΔE to the lowest compared entry with this formula, charge and spin in kJ/mol: 107.79
HOMO in eV: 0.36
Largest force on an atom in hartree/bohr: 0.0187
Total charge: -2
HOMO-LUMO gap in eV: 3.98

Record 5
This record from OMol25 describes a molecular structure, C18H12Cl6Ge2N6Pd. The level of theory is wB97M-V/def2-TZVPD.

Geometry as XYZ:
```
45
Properties=species:S:1:pos:R:3:lowdin_spin:R:1
Pd -0.599 -0.661 -2.193 1.3849
C -2.226 3.445 -2.753 0.0057
C -1.594 2.237 -3.048 0.0095
N -1.127 1.473 -2.072 0.1205
C -1.256 1.892 -0.795 0.0101
C -1.913 3.082 -0.533 0.0043
N -2.400 3.845 -1.506 -0.0038
C -0.527 1.080 0.210 0.0130
C -0.311 1.371 1.541 0.0059
C 0.605 0.600 2.275 -0.0053
C 1.358 -0.361 1.584 0.0065
C 1.091 -0.603 0.250 0.0143
N 0.105 0.052 -0.350 0.1673
C 1.901 -1.394 -0.708 0.0105
C 3.010 -2.151 -0.369 0.0042
N 3.789 -2.708 -1.289 -0.0034
C 3.486 -2.503 -2.558 0.0053
C 2.356 -1.773 -2.930 0.0083
N 1.571 -1.237 -2.010 0.1224
C 0.815 0.848 3.720 -0.0004
C -0.134 1.536 4.471 -0.0011
C 0.093 1.737 5.825 0.0003
N 1.181 1.308 6.452 -0.0012
C 2.089 0.652 5.740 0.0003
C 1.952 0.394 4.383 -0.0010
H -2.600 4.081 -3.545 0.0011
H -1.473 1.891 -4.066 0.0021
H -2.045 3.437 0.482 0.0011
H -0.803 2.216 1.998 0.0013
H 2.148 -0.902 2.083 0.0014
H 3.281 -2.313 0.667 0.0011
H 4.137 -2.931 -3.310 0.0011
H 2.093 -1.632 -3.969 0.0015
H -1.062 1.895 4.048 0.0000
H -0.637 2.263 6.429 0.0000
H 2.970 0.315 6.272 0.0000
H 2.751 -0.130 3.880 0.0000
Cl -5.756 -2.645 -2.812 0.0000
Ge -3.817 -1.881 -2.894 -0.0003
Cl -3.207 -0.969 -1.020 0.0442
Cl -3.594 -0.320 -4.311 0.0006
Cl -2.276 -5.360 -4.049 0.0000
Ge -1.964 -3.457 -3.259 -0.0002
Cl -0.799 -3.464 -1.433 0.0394
Cl -0.661 -2.251 -4.525 0.0285
```

ΔE to the lowest compared entry with this formula, charge and spin in kJ/mol: 24.39
HOMO (spin up / spin down) in eV: -14.40 / -14.40
Multiplicity: 3
Largest force on an atom in hartree/bohr: 0.0114
Total charge: +2
HOMO-LUMO gap (spin up / spin down) in eV: 7.17 / 5.66

What electronic energy values result from the calculations? In sequence: -520080.6519; -60040.8409; -110546.8030; -54651.3942; -219437.9448 eV.